Entry 1:
15
Properties=species:S:1:pos:R:3:forces:R:3 method="wB97M-V/def2-TZVPD" multiplicity=3 s_squared=2.0158 homo_lumo_gap_ha="0.2846 / 0.2944"
C -1.021 1.025 0.365 -0.290 0.007 0.046
C -0.374 -0.109 0.379 -1.142 0.176 0.295
C -2.452 1.203 0.801 0.136 -0.021 -0.009
C 2.306 -1.629 -0.346 -0.126 -0.004 0.212
C 2.084 -0.169 -0.266 1.958 -0.003 -0.503
Cl -0.794 -1.652 0.871 -0.255 -0.276 0.148
Cl 2.834 0.681 1.020 -0.220 -0.024 0.047
H -0.520 1.906 -0.005 0.267 0.118 -0.111
H -2.762 0.379 1.438 -0.100 -0.034 0.042
H -2.562 2.139 1.344 -0.064 0.025 0.039
H -3.104 1.235 -0.072 -0.097 0.037 -0.017
H 1.847 -2.142 0.502 0.115 -0.043 -0.039
H 1.870 -2.017 -1.263 -0.037 -0.069 -0.050
H 3.372 -1.869 -0.332 0.085 -0.039 -0.061
H 1.972 0.423 -1.158 -0.230 0.150 -0.040


Entry 2:
48
Properties=species:S:1:pos:R:3:forces:R:3 method="wB97M-V/def2-TZVPD" smiles="O=C(O)c1cncc(-c2ccc(N3CCC(Oc4ccccc4I)CC3)nn2)c1" homo_lumo_gap_ha=0.3063
O -5.454 4.260 1.271 -1.407 -1.088 -0.535
C -6.334 3.441 0.980 2.821 2.033 1.201
O -7.620 3.796 1.028 -0.140 -0.420 -0.315
C -5.974 2.061 0.631 -1.802 -0.638 -0.850
C -7.005 1.252 0.136 0.491 -0.875 -0.095
N -6.801 -0.022 -0.265 0.152 0.376 0.087
C -5.569 -0.525 -0.173 0.919 1.315 1.183
C -4.461 0.229 0.342 -0.610 0.258 -0.140
C -3.101 -0.310 0.571 1.899 -1.921 0.600
C -2.828 -1.712 0.765 0.720 0.330 -0.102
C -1.514 -2.152 1.015 -2.361 0.337 -0.712
C -0.491 -1.223 1.075 0.647 0.279 -0.428
N 0.855 -1.583 1.287 -0.789 1.215 -0.089
C 1.461 -2.787 0.647 -0.652 0.635 0.409
C 2.504 -2.362 -0.396 -0.271 -1.500 -0.073
C 3.559 -1.503 0.248 -0.652 0.581 0.106
O 4.724 -1.432 -0.583 0.224 0.145 0.090
C 4.867 -0.311 -1.342 -0.042 0.545 -0.129
C 4.007 -0.112 -2.446 0.650 1.029 -0.011
C 4.088 1.074 -3.178 0.785 0.639 -0.309
C 5.067 2.032 -2.833 -0.104 -0.270 0.394
C 5.938 1.831 -1.750 0.371 -0.226 0.088
C 5.851 0.647 -1.002 -0.233 -0.239 0.373
I 7.117 0.293 0.813 -1.164 0.347 -1.720
C 2.891 -0.182 0.662 0.105 -0.418 1.084
C 1.806 -0.517 1.738 0.545 -0.595 -0.571
N -0.805 0.064 0.916 -0.307 0.910 0.086
N -2.048 0.524 0.701 -0.088 -0.864 -0.116
C -4.687 1.560 0.702 -0.547 -0.536 -0.383
H -7.588 4.741 1.241 -0.124 0.023 0.060
H -8.026 1.643 0.064 0.454 -0.274 -0.006
H -5.410 -1.567 -0.422 -0.214 -0.016 -0.275
H -3.620 -2.470 0.729 0.268 0.436 0.004
H -1.345 -3.198 1.098 0.167 -0.676 0.287
H 1.944 -3.390 1.430 -0.061 0.061 -0.126
H 0.656 -3.409 0.197 0.552 0.510 0.260
H 3.001 -3.266 -0.790 -0.239 0.209 0.101
H 1.976 -1.897 -1.233 0.229 0.300 0.084
H 3.915 -1.989 1.166 -0.021 -0.040 -0.136
H 3.273 -0.843 -2.743 0.048 -0.280 0.246
H 3.466 1.280 -4.080 0.383 -0.391 0.988
H 5.162 2.971 -3.380 -0.119 -0.326 0.012
H 6.718 2.582 -1.510 -0.703 -0.556 -0.157
H 3.629 0.483 1.121 -0.058 0.033 -0.027
H 2.423 0.340 -0.155 -0.114 0.101 -0.491
H 2.320 -0.948 2.596 0.202 -0.037 0.195
H 1.345 0.419 2.100 -0.322 -0.771 -0.510
H -3.884 2.187 1.009 0.514 0.309 0.363


Entry 3:
66
Properties=species:S:1:pos:R:3:forces:R:3 method="wB97M-V/def2-TZVPD" total_charge=-1 homo_lumo_gap_ha=0.3041
O -20.038 11.818 29.786 0.364 -0.646 0.713
H -19.499 11.542 30.553 -0.243 -0.049 -0.606
C -19.419 9.701 32.705 0.708 -0.253 -1.240
C -20.137 8.358 32.376 -0.530 -0.770 0.909
C -21.180 8.098 33.502 -0.213 1.881 0.855
C -22.235 7.042 33.342 1.017 0.189 -0.932
C -22.881 7.249 31.973 -0.790 -0.416 -0.459
C -22.015 7.601 30.737 0.967 0.276 -0.378
N -20.905 8.512 31.118 -1.144 0.701 1.777
O -20.123 8.916 30.047 0.483 -0.927 -0.279
C -21.426 6.332 30.192 0.348 -1.571 -0.305
C -22.857 8.266 29.623 -0.345 0.056 0.595
C -19.175 7.122 32.407 0.061 0.652 -0.365
H -18.584 9.625 33.402 -0.491 -0.266 0.633
H -20.058 10.562 32.901 -0.292 -0.472 0.497
H -18.862 10.037 31.831 0.024 -0.257 -0.444
H -20.726 8.028 34.491 0.686 -0.378 -0.081
H -21.731 9.028 33.644 -0.130 0.426 -0.383
H -22.983 7.157 34.127 0.017 -0.151 -0.006
H -21.733 6.083 33.468 -0.393 -0.414 -0.226
H -23.686 7.980 32.055 0.122 0.294 0.136
H -23.387 6.317 31.721 -0.212 -0.074 -0.229
H -20.976 5.775 31.014 0.199 -0.114 -0.208
H -22.157 5.652 29.755 -0.459 0.091 0.076
H -20.696 6.456 29.393 0.209 0.442 0.214
H -22.303 8.589 28.741 0.379 0.198 0.422
H -23.603 7.588 29.208 -0.114 -0.355 0.346
H -23.402 9.098 30.070 0.103 0.287 -0.274
H -18.531 7.112 31.527 -0.212 -0.179 -0.238
H -19.788 6.224 32.472 0.292 -0.032 -0.209
H -18.488 7.091 33.252 -0.176 0.362 0.303
H -20.187 9.872 30.102 -0.079 0.762 -0.692
C -22.538 13.260 31.725 -1.000 -0.204 0.499
O -23.466 13.704 32.362 -1.084 0.744 1.604
N -21.538 12.508 32.189 1.194 -0.979 2.052
N -22.438 13.392 30.432 -0.031 0.772 -2.328
H -21.007 12.020 31.481 0.097 -0.231 0.302
H -21.650 12.128 33.118 0.070 0.037 -0.327
H -23.160 13.929 29.972 0.551 -0.388 -0.287
H -21.656 12.872 30.061 -0.243 0.328 -1.291
C -19.238 15.068 29.913 2.117 3.572 2.396
O -18.986 16.238 30.150 0.140 2.099 0.345
N -19.668 14.650 28.809 -2.850 -1.181 -5.963
N -18.938 14.116 30.716 1.570 -2.142 3.853
H -20.033 13.709 28.841 -0.325 -0.018 -0.908
H -19.987 15.390 28.200 -0.324 -0.628 -0.174
H -19.160 13.180 30.409 0.142 -0.278 0.535
H -18.394 14.416 31.512 -0.322 -0.616 0.005
C -22.510 10.701 25.633 0.114 -0.677 -0.312
C -21.363 10.867 26.634 -0.925 0.470 0.713
O -21.925 11.402 27.831 -0.494 0.295 -0.535
H -22.973 11.602 25.231 0.547 0.433 0.215
H -23.368 10.159 26.030 0.219 -0.214 0.496
H -22.175 10.110 24.780 0.133 0.023 -0.181
H -20.577 11.532 26.276 0.040 0.020 -0.317
H -20.878 9.944 26.952 -0.024 -0.451 -0.701
H -21.242 11.351 28.504 0.391 0.072 0.614
C -16.317 12.353 28.845 1.281 1.024 1.914
C -17.258 12.489 27.699 0.713 -1.045 1.095
O -18.215 11.433 27.846 0.819 0.722 -1.964
H -16.777 12.845 29.702 -0.554 -0.670 0.469
H -15.476 13.047 28.820 0.585 -0.084 -0.786
H -15.945 11.374 29.144 -0.226 -0.134 -0.380
H -16.669 12.397 26.786 -0.661 -0.165 -0.414
H -17.566 13.519 27.880 -1.043 -0.018 -0.975
H -18.810 11.634 28.572 -0.772 0.219 0.814


Entry 4:
35
Properties=species:S:1:pos:R:3:forces:R:3 method="wB97M-V/def2-TZVPD" multiplicity=4 s_squared=3.7822 total_charge=-2 homo_lumo_gap_ha="0.1705 / 0.1715"
V -0.760 0.227 -0.895 0.370 0.221 0.944
C 3.758 -0.619 -2.818 -0.082 -0.075 -0.183
C 3.432 -1.422 -1.556 0.104 -0.031 0.096
C 2.016 -1.296 -1.239 -0.101 0.214 0.014
N 0.916 -1.039 -1.054 -0.015 -0.331 -0.123
H 4.836 -0.485 -2.894 0.002 -0.039 -0.001
H 3.324 0.378 -2.762 0.039 -0.010 0.072
H 3.387 -1.133 -3.708 -0.008 -0.023 0.000
H 3.986 -1.033 -0.697 -0.065 0.137 -0.002
H 3.676 -2.480 -1.672 0.017 -0.002 0.030
Cl -1.421 0.108 -3.325 -0.270 -0.098 -0.126
C -2.477 -0.663 -2.088 -0.205 -0.179 -0.097
C -2.930 0.163 -1.061 0.125 -0.677 -0.257
C -3.740 -0.502 -0.139 -0.060 0.218 0.065
Cl -4.342 0.424 1.225 0.010 -0.001 0.000
C -4.086 -1.838 -0.221 -0.055 -0.024 -0.003
Cl -5.129 -2.584 0.947 0.009 0.013 -0.009
C -3.567 -2.620 -1.268 -0.028 -0.031 0.040
Cl -3.940 -4.306 -1.358 0.006 -0.007 -0.014
C -2.741 -2.038 -2.208 -0.078 0.077 -0.219
Cl -2.072 -2.981 -3.492 0.006 -0.011 -0.007
Se 4.540 2.400 -1.198 0.094 0.084 0.054
Sb 2.718 2.906 0.353 -0.128 -0.418 0.032
Se 0.576 2.169 -0.911 0.275 1.074 -0.428
Se 2.800 1.405 2.306 0.113 -0.124 0.022
Se 2.294 5.252 0.813 0.025 -0.003 0.073
C -0.404 2.212 3.820 -0.136 0.187 -0.154
C -0.661 0.705 3.709 -0.037 0.002 0.053
C -0.734 0.301 2.311 0.254 0.128 -0.170
N -0.765 0.089 1.187 -0.230 -0.152 0.172
H -0.256 2.483 4.865 -0.006 -0.012 0.008
H -1.250 2.773 3.420 -0.043 -0.035 0.058
H 0.482 2.495 3.248 0.010 -0.131 0.130
H -1.605 0.421 4.181 0.001 -0.001 0.026
H 0.137 0.130 4.181 0.085 0.059 -0.093


Entry 5:
126
Properties=species:S:1:pos:R:3:forces:R:3 method="wB97M-V/def2-TZVPD" total_charge=+1 homo_lumo_gap_ha=0.2508
C 0.803 -8.802 -2.203 0.098 -0.939 0.155
C 1.946 -8.927 -3.192 -0.508 0.056 0.231
Br 2.565 -10.672 -3.640 -0.531 0.720 0.476
C 2.499 -7.845 -3.762 1.097 -0.327 -0.574
Br 3.913 -8.111 -5.067 -0.709 0.629 0.574
P 2.010 -6.125 -3.448 0.772 -1.203 -1.634
C 0.622 -5.675 -4.581 -0.516 -0.077 0.235
C -0.453 -4.740 -3.961 -0.878 -0.318 0.207
O -0.411 -3.596 -4.283 0.830 1.692 -0.418
N -1.440 -5.191 -3.099 0.474 -0.611 -1.381
C -2.153 -6.399 -3.578 0.100 -0.505 0.905
C -2.352 -4.115 -2.684 -0.471 -0.251 0.249
P 3.735 -4.848 -4.101 3.119 1.581 -0.428
O 3.669 -4.841 -5.544 -1.265 -0.186 -0.607
O 3.659 -3.388 -3.434 -0.279 -1.906 0.401
O 5.141 -5.475 -3.629 -1.694 0.410 0.809
S 1.649 -5.646 -1.368 -3.169 2.297 1.560
O 0.395 -6.088 -0.860 0.321 -2.254 0.102
O 1.650 -4.215 -1.327 1.952 0.518 -1.019
C 3.063 -6.176 -0.275 -0.059 0.033 1.714
F 3.002 -7.438 0.118 0.031 0.114 -0.688
F 4.217 -5.881 -0.824 0.327 -0.433 -1.070
F 2.950 -5.405 0.803 -0.434 -0.108 -0.290
H 0.039 -8.073 -2.514 0.369 -0.089 0.093
H 0.304 -9.775 -2.083 0.128 0.370 -0.160
H 1.186 -8.553 -1.201 -0.174 0.014 -0.377
H 1.071 -5.117 -5.423 0.144 -0.074 0.561
H 0.211 -6.595 -5.031 0.312 0.076 0.593
H -2.116 -7.165 -2.784 -0.350 0.219 -0.330
H -3.197 -6.134 -3.798 0.355 -0.193 0.041
H -1.710 -6.846 -4.478 -0.150 0.320 0.223
H -2.952 -3.774 -3.545 0.261 0.053 0.278
H -3.036 -4.550 -1.940 0.279 0.229 -0.156
H -1.810 -3.272 -2.245 -0.095 -0.307 -0.145
H 3.917 -3.473 -2.493 -0.165 0.725 -0.168
H 5.578 -4.892 -2.968 0.407 -0.057 -0.077
O 6.564 -3.578 -2.019 -0.556 0.090 -0.195
S 6.915 -3.397 -0.628 1.217 -0.293 1.075
O 6.226 -2.453 0.191 -0.434 0.044 -0.526
O 8.475 -3.143 -0.515 -0.556 -0.403 -0.237
C 9.058 -2.077 -1.297 0.407 0.922 -0.378
C 8.792 -0.715 -0.687 -0.328 -0.036 0.142
C 6.875 -4.969 0.153 0.319 -0.113 0.017
H 8.706 -2.126 -2.329 -0.124 -0.173 0.084
H 10.131 -2.264 -1.314 -0.104 -0.323 0.148
H 7.733 -0.459 -0.740 0.033 0.025 -0.030
H 9.352 0.055 -1.218 0.056 -0.089 -0.021
H 9.077 -0.701 0.365 0.093 0.004 -0.053
H 7.433 -5.677 -0.456 0.005 0.014 0.015
H 5.836 -5.254 0.213 0.041 0.049 0.155
H 7.301 -4.900 1.151 0.017 0.129 -0.048
O -0.946 1.026 1.968 0.120 -0.300 0.059
S -1.630 0.607 0.782 -0.306 0.552 -0.519
O -2.058 -0.748 0.611 0.162 -0.090 0.251
O -0.773 1.044 -0.492 -0.244 0.110 0.175
C 0.603 0.639 -0.555 0.675 -0.330 -0.108
C 0.743 -0.819 -0.944 -0.206 -0.243 0.142
C -3.003 1.677 0.503 0.007 0.071 -0.063
H 1.106 0.845 0.393 -0.190 0.035 0.065
H 1.073 1.266 -1.311 -0.279 0.156 0.013
H 0.362 -1.472 -0.157 0.040 0.007 -0.008
H 1.791 -1.073 -1.116 0.008 0.105 -0.022
H 0.173 -1.034 -1.849 0.086 0.062 -0.043
H -2.668 2.709 0.584 0.020 -0.023 -0.063
H -3.749 1.461 1.265 0.078 -0.083 0.025
H -3.409 1.477 -0.486 0.030 -0.004 0.017
O 0.752 -8.134 5.746 0.173 -0.050 0.177
S 1.649 -7.246 5.076 -0.249 0.513 -0.320
O 3.024 -7.150 5.452 0.004 -0.209 0.115
O 1.013 -5.784 5.054 0.040 -0.289 -0.302
C 0.600 -5.203 6.305 -0.070 0.407 0.773
C 1.777 -4.683 7.107 0.243 -0.216 -0.032
C 1.562 -7.543 3.339 -0.071 -0.017 -0.108
H 0.014 -5.921 6.882 0.066 -0.136 -0.157
H -0.062 -4.375 6.054 0.020 -0.132 -0.310
H 2.410 -5.501 7.453 -0.033 0.018 0.020
H 1.429 -4.132 7.981 -0.076 0.010 -0.061
H 2.399 -4.027 6.497 -0.084 0.058 0.019
H 0.517 -7.570 3.040 0.016 0.021 0.026
H 2.035 -8.506 3.155 0.005 0.004 0.088
H 2.099 -6.753 2.820 -0.007 0.014 0.082
O -0.088 7.366 1.340 -0.019 0.091 -0.313
S -1.056 6.329 1.167 -0.361 -0.213 0.595
O -1.467 5.900 -0.136 0.181 0.111 -0.111
O -2.351 6.675 2.032 0.340 -0.330 0.088
C -2.983 7.957 1.846 -0.615 0.789 -0.258
C -3.816 7.991 0.579 0.207 -0.177 -0.276
C -0.557 4.913 2.091 -0.038 -0.063 0.097
H -2.242 8.758 1.851 0.176 -0.204 -0.015
H -3.633 8.111 2.706 0.180 -0.316 0.143
H -3.186 7.933 -0.308 -0.038 0.074 -0.002
H -4.390 8.916 0.524 0.025 -0.004 0.084
H -4.502 7.143 0.546 -0.050 0.062 0.098
H -0.291 5.223 3.098 -0.019 0.020 -0.027
H 0.307 4.477 1.592 -0.029 0.066 -0.061
H -1.376 4.199 2.106 0.036 -0.003 0.016
O -5.218 6.125 6.692 -0.109 0.363 0.027
S -5.400 6.117 5.273 -0.006 -0.654 -0.412
O -5.332 7.320 4.499 0.057 0.106 0.281
O -6.762 5.359 4.927 0.342 -0.093 -0.010
C -7.970 5.810 5.566 -0.689 0.391 0.226
C -8.509 7.078 4.933 0.231 0.192 -0.060
C -4.301 4.928 4.572 -0.036 -0.132 -0.091
H -7.807 5.941 6.638 0.198 -0.030 -0.054
H -8.697 5.007 5.446 0.260 -0.166 -0.103
H -7.845 7.922 5.117 -0.029 -0.016 0.020
H -9.489 7.322 5.344 0.002 -0.093 0.013
H -8.595 6.962 3.852 -0.070 -0.056 0.035
H -4.391 3.998 5.128 -0.034 0.042 0.018
H -3.289 5.320 4.654 -0.068 0.114 0.031
H -4.559 4.783 3.525 -0.004 0.062 0.016
O -2.539 12.181 -3.776 0.178 -0.072 0.239
S -3.141 10.885 -3.802 -0.322 -0.205 -0.577
O -3.200 10.069 -2.630 0.119 0.160 0.191
O -2.494 10.036 -4.991 -0.289 0.171 0.021
C -1.063 9.911 -5.032 0.775 -0.215 0.112
C -0.552 8.899 -4.023 -0.150 0.040 0.256
C -4.762 11.016 -4.485 -0.042 -0.050 -0.113
H -0.592 10.886 -4.888 -0.192 0.056 0.047
H -0.813 9.578 -6.039 -0.312 0.068 -0.058
H -0.705 9.249 -3.002 0.029 -0.005 -0.023
H 0.515 8.726 -4.165 -0.023 0.029 -0.083
H -1.084 7.952 -4.124 0.052 0.005 -0.068
H -4.711 11.595 -5.403 0.031 -0.012 0.024
H -5.387 11.524 -3.753 0.099 0.001 0.052
H -5.145 10.016 -4.674 0.035 0.010 0.024


no.,DFT total energy (eV)
1,-30354.68497
2,-42287.42267
3,-35940.28230
4,-371811.72952
5,-321233.22502